Density functional theory data (ωB97M-V/def2-TZVPD) for a gas-phase ion, C3H9N2O2 (charge +1) at a distorted geometry.

Kohn-Sham gap   0.354 Eh
LUMO   -4.022 eV
F_max   0.07450 Eh/bohr
Net charge   +1
Multiplicity   1
SMILES   COC(=[NH2+])CON
Molecular weight   105.117 Da

CARTESIAN COORDINATES (ANGSTROEM)
1 C 0.436 0.494 0.472
2 C -0.450 -0.643 0.202
3 C -2.378 0.640 -0.323
4 N 2.447 0.252 -0.796
5 N 0.151 -1.789 0.513
6 O 1.836 0.138 0.451
7 O -1.618 -0.629 -0.295
8 H 0.022 1.323 -0.187
9 H 0.457 0.920 1.463
10 H -2.082 0.998 -1.440
11 H -1.988 1.343 0.435
12 H -3.444 0.349 -0.132
13 H 3.313 -0.307 -0.859
14 H -0.361 -2.667 0.400
15 H 2.577 1.270 -0.713
16 H 1.082 -1.692 0.809



Density functional theory data (ωB97M-V/def2-TZVPD) for a molecular structure, C21H31F3HfN2O19 at a distorted geometry.

Kohn-Sham gap   0.322 Eh
LUMO   0.366 eV
F_max   0.13236 Eh/bohr
Multiplicity   1
Molecular weight   850.958 Da

CARTESIAN COORDINATES (ANGSTROEM)
1 Hf -0.305 -0.354 0.345
2 C 0.068 0.882 -3.123
3 O -0.892 1.941 -2.975
4 O -0.060 0.045 -2.023
5 C 0.146 0.440 -4.629
6 F 0.269 1.435 -5.506
7 F 1.234 -0.311 -4.815
8 F -0.860 -0.315 -4.962
9 C -0.478 3.306 -3.134
10 C -1.738 4.198 -2.831
11 H -2.063 3.898 -1.835
12 H -1.463 5.248 -2.725
13 H -2.539 4.112 -3.565
14 H -0.012 3.537 -4.092
15 H 0.255 3.537 -2.361
16 H 1.033 1.346 -2.921
17 N -0.827 -3.054 2.696
18 O -0.425 -2.068 1.992
19 O -1.449 -3.964 2.187
20 O -0.590 -3.055 3.859
21 N 2.616 0.045 2.479
22 O 2.979 1.206 2.724
23 O 2.946 -0.891 3.173
24 O 1.778 -0.169 1.607
25 O -4.301 0.814 0.102
26 C -3.062 0.614 0.400
27 O -2.095 1.216 -0.009
28 O -2.669 -0.358 1.037
29 H -4.836 0.083 0.422
30 O -1.417 -2.195 -0.696
31 C -1.741 -3.184 -1.359
32 O -1.567 -3.230 -2.641
33 C -2.254 -4.266 -3.322
34 C -3.005 -4.988 -2.214
35 C -2.385 -4.533 -0.912
36 H -1.577 -4.966 -3.812
37 H -2.920 -3.859 -4.083
38 H -3.001 -6.067 -2.368
39 H -4.052 -4.685 -2.229
40 H -1.591 -5.128 -0.461
41 H -3.137 -4.402 -0.134
42 O 0.502 1.884 0.348
43 C 0.774 3.082 0.570
44 O -0.154 4.062 0.878
45 C 0.543 5.283 1.113
46 C 1.842 5.244 0.404
47 C 2.143 3.720 0.499
48 H 0.608 5.572 2.161
49 H 0.019 6.138 0.687
50 H 2.633 5.846 0.850
51 H 1.661 5.457 -0.650
52 H 2.618 3.360 1.412
53 H 2.640 3.250 -0.349
54 O 1.160 -2.128 -0.367
55 C 1.972 -2.985 -0.724
56 O 1.600 -4.141 -1.140
57 C 2.731 -5.005 -1.556
58 C 3.823 -4.036 -1.891
59 C 3.435 -2.799 -1.082
60 H 2.438 -5.607 -2.417
61 H 3.092 -5.636 -0.744
62 H 3.829 -3.898 -2.973
63 H 4.836 -4.326 -1.614
64 H 3.588 -1.863 -1.619
65 H 3.934 -2.668 -0.122
66 O -0.620 0.730 2.583
67 C -0.596 1.075 3.776
68 O -1.519 0.559 4.737
69 C -1.295 1.106 6.054
70 C -0.416 2.313 5.741
71 C 0.227 2.156 4.397
72 H -0.685 0.424 6.646
73 H -2.194 1.432 6.578
74 H 0.327 2.449 6.527
75 H -1.004 3.231 5.748
76 H 1.243 1.762 4.406
77 H 0.251 3.098 3.848



Density functional theory data (ωB97M-V/def2-TZVPD) for 2 unconnected molecules or ions with the total composition C4H11N3O at a distorted geometry.

Kohn-Sham gap (spin up / spin down)   0.281 / 0.329 Eh
LUMO (spin up / spin down)   1.106 / -0.843 eV
F_max   0.14596 Eh/bohr
Multiplicity   3
Molecular weight   117.152 Da

CARTESIAN COORDINATES (ANGSTROEM)
1 C -1.134 2.279 0.210
2 C -1.949 0.996 0.586
3 C 0.109 1.272 -0.020
4 C -0.866 0.113 -0.084
5 N 3.006 -1.281 -0.318
6 N 2.649 -1.909 -1.273
7 N 0.199 -1.901 0.140
8 O -0.853 -1.087 0.631
9 H -1.483 2.613 -0.752
10 H -1.048 2.959 1.052
11 H -1.770 1.066 1.665
12 H -2.956 0.809 0.168
13 H 0.654 1.344 -0.972
14 H 0.726 1.239 0.895
15 H -1.204 -0.123 -1.216
16 H 3.745 -1.844 0.131
17 H 0.614 -2.141 1.000
18 H 1.742 -1.543 -1.753
19 H -0.181 -2.863 -0.090



Density functional theory data (ωB97M-V/def2-TZVPD) for C3H4N4 in the gas phase at a distorted geometry.

Kohn-Sham gap   0.301 Eh
LUMO   0.073 eV
F_max   0.02879 Eh/bohr
Multiplicity   1
Molecular weight   96.093 Da

CARTESIAN COORDINATES (ANGSTROEM)
1 N 2.132 -0.233 -0.348
2 C 0.821 -0.321 -0.362
3 C 0.228 0.683 0.526
4 N -1.033 0.842 0.781
5 C -2.074 0.134 0.294
6 N -1.875 -0.853 -0.572
7 N -1.335 -1.584 -1.250
8 H 2.657 0.447 0.211
9 H 2.689 -0.858 -0.915
10 H 0.883 1.400 1.052
11 H -3.094 0.344 0.582



Calculated energy relative to the best compared isomer or geometry (same formula, charge and spin) in order - 104.1, 89.4, 14.1, 116.9 kcal/mol